Record 1
Below is a 6-piece molecular cluster, C24H42N6 overall at a distorted geometry, with properties calculated with wB97M-V/def2-TZVPD.

XYZ file:
```
72
Properties=species:S:1:pos:R:3:forces:R:3:lowdin_charge:R:1
C -0.742770 -6.740302 -0.120529 0.004 -0.793 0.049 -0.109
H 2.763909 1.935479 -3.816985 -0.150 -0.152 -0.200 0.112
H 2.979035 3.463959 -4.573665 -0.179 0.168 0.062 0.116
N 3.013841 1.571007 -7.480467 0.271 -0.097 -0.277 0.140
C 0.694913 -6.259265 0.113976 -0.330 -0.277 -0.899 -0.249
N 5.323633 4.346799 -0.828959 -0.255 -0.306 0.243 0.148
C 2.337300 1.888624 -6.613789 -0.239 0.054 0.417 -0.237
C 3.778424 2.744083 0.541510 -0.006 -0.501 -0.701 -0.208
H -0.782752 -7.381310 -1.008268 0.132 0.061 0.015 0.081
C 1.150031 -7.907497 1.912666 0.180 0.159 -0.223 -0.247
H -1.848769 6.498998 3.673826 -0.024 0.000 -0.024 0.072
N 0.799415 -8.321440 2.923595 -0.068 0.002 0.108 0.134
H 5.304441 1.865914 1.734232 -0.113 -0.119 -0.065 0.115
H 1.802779 3.417135 -2.261038 0.026 0.458 -0.032 0.054
H 2.622451 -7.062907 0.735296 0.144 -0.176 -0.350 0.115
C -2.183140 6.432296 2.635946 -0.094 -0.371 0.627 -0.102
H -5.726868 -4.687307 0.161148 -0.025 0.020 -0.211 0.116
H 0.837958 3.107762 -5.910900 -0.031 -0.030 0.125 0.123
C -2.564558 4.660936 0.855530 -0.329 0.123 -0.456 -0.212
C -3.960480 -4.964087 -0.993686 -0.446 0.277 0.214 -0.239
C 4.646881 3.642369 -0.219049 0.272 0.613 -0.095 -0.244
H -1.574979 4.900545 0.459209 0.048 -0.181 0.036 0.116
N -4.300019 6.012943 -0.556074 -0.197 0.156 -0.186 0.146
H 0.413334 1.329971 1.383811 0.296 0.207 -0.006 0.081
H -1.490449 -5.976182 -0.297668 0.226 0.302 0.090 0.018
H -1.082037 0.662245 -1.187574 0.109 0.198 -0.044 0.105
H 3.707823 1.618663 2.386863 -0.198 0.099 -0.050 0.107
C 2.202116 2.757828 -4.270100 0.442 0.004 0.209 -0.263
C 1.452478 2.292552 -5.514804 -0.058 0.075 -0.402 -0.199
C -0.961309 -0.721334 0.428205 0.545 -0.535 -0.309 -0.179
H 5.410132 4.182635 2.401224 -0.148 0.141 -0.118 0.073
H -4.507473 -5.828378 0.739497 -0.270 0.130 0.118 0.127
H -2.157553 -3.246129 2.177556 -0.229 0.203 -0.128 0.070
H -4.230475 -2.775417 0.906869 -0.215 -0.073 -0.162 0.105
C -2.628595 5.002322 2.335627 0.173 -0.050 0.423 -0.264
H -1.777337 -1.201834 -0.112084 -0.198 0.084 0.216 0.113
C -4.049574 -3.800715 1.232269 0.740 0.143 0.470 -0.249
H 1.077552 -5.985175 -0.873876 0.133 0.351 0.198 0.108
N -3.394153 -5.133455 -1.975031 0.161 0.088 -0.274 0.154
C 4.343374 2.360290 1.904570 0.558 0.197 0.028 -0.257
H -1.091915 -7.384029 0.694626 -0.007 0.251 0.125 0.071
C 0.017810 -1.781817 0.702977 0.107 0.052 0.292 -0.242
H -3.633117 4.854179 2.734188 -0.056 -0.095 -0.155 0.113
C 1.271211 3.340315 -3.208816 -0.062 -0.837 -0.151 -0.103
H 0.472333 2.610310 -3.026560 -0.093 0.174 -0.039 0.067
C -0.343038 0.403478 -0.429266 -0.125 -0.053 0.192 -0.241
C 0.029625 1.630381 0.411996 -0.662 -0.131 -0.807 -0.086
H -1.994036 4.288682 2.868154 0.068 0.032 -0.096 0.104
H 3.746732 4.136170 3.062701 -0.029 0.069 -0.197 0.075
H -2.335470 -4.930488 1.984064 -0.153 -0.135 -0.263 0.084
H 0.763976 -5.391949 0.766443 -0.018 -0.021 0.085 0.084
H -1.334209 6.721974 2.019632 -0.147 0.233 -0.169 0.076
H 0.779825 1.454003 -5.320800 0.011 0.057 0.167 0.120
H -1.289221 -0.364961 1.404008 -0.329 0.112 -0.105 0.119
H 2.773892 3.168688 0.565532 0.049 0.130 0.259 0.100
C -2.552574 -3.985729 1.475429 0.489 -0.133 0.377 -0.126
H 3.710530 1.859316 -0.104737 -0.157 -0.084 0.250 0.119
H 1.502470 -8.271416 -0.054667 0.415 0.192 -0.309 0.120
H 0.525332 0.013707 -0.958484 0.015 -0.020 0.005 0.106
C -4.658664 -4.836641 0.291652 0.542 -0.532 0.234 -0.180
H -4.492165 -3.921029 2.223132 -0.433 0.097 -0.191 0.110
H 5.019873 3.167000 3.766030 -0.024 0.059 -0.038 0.074
H 0.814987 4.277376 -3.518278 0.079 0.124 0.152 0.079
H -0.876534 2.226329 0.539912 0.071 -0.001 0.357 0.053
N 0.795943 -2.584781 0.967585 -0.064 0.051 -0.133 0.162
C 4.630327 3.546245 2.817054 0.040 -0.313 0.476 -0.108
H -2.780440 3.608260 0.664910 0.142 -0.040 0.090 0.103
H -1.913765 -3.939632 0.592431 -0.231 0.000 -0.146 0.051
H 0.708911 2.259356 -0.161494 0.263 0.006 0.307 0.047
C 1.598080 -7.400040 0.595143 -0.762 -0.102 1.087 -0.184
C -3.530841 5.419536 0.050363 0.184 -0.066 0.301 -0.234
H -3.034399 7.104589 2.556257 0.220 0.274 -0.395 0.077
```
Forces are in eV/Å.

Values from the calculation:
HOMO, eV: -11.4
M, Da: 414.642
LUMO energy, eV: -0.1
Largest force on an atom, eV/A: 1.33

***

Record 2
Below is a 6-piece molecular cluster, C24H42N6 overall at a distorted geometry, with properties calculated with wB97M-V/def2-TZVPD.

XYZ file:
```
72
Properties=species:S:1:pos:R:3:forces:R:3:lowdin_spin:R:1
C -3.728116 3.083022 0.089593 -0.314 0.712 1.258 0.000
H 0.936204 2.489802 3.068853 -0.443 0.451 0.017 0.000
C 5.895384 -1.247698 -0.563147 0.731 0.813 0.215 0.057
C 3.764194 -2.059488 -3.792017 1.404 -0.052 -1.325 0.000
H 5.100314 -3.619988 -4.672327 -0.472 -0.039 -0.073 0.000
H 6.906154 -1.303518 -0.159017 -0.051 -1.101 0.304 -0.001
C 2.562774 -2.908208 -3.522597 -0.674 -0.768 0.297 0.000
C -2.695366 3.337762 -0.954657 0.653 0.571 -1.105 0.000
C 5.097414 -2.753788 -4.010667 0.794 -0.771 0.281 0.003
N 2.881584 -4.691528 -1.618677 0.191 0.669 -0.337 0.001
H 5.617514 -1.966938 -1.333597 0.452 -0.118 -0.166 0.022
H 3.613494 -1.595848 -4.766917 -0.479 0.742 0.366 0.000
H -0.324246 5.720012 0.417423 -0.312 -0.219 -0.089 0.000
C -6.603926 -3.276828 1.766323 -0.309 -0.515 0.660 0.000
H -6.239766 -0.987018 2.875193 0.510 -0.071 0.307 0.000
H -7.893336 -1.662988 1.211813 0.301 0.548 0.078 0.000
C -5.384916 1.289232 -0.491217 -1.678 -1.113 -2.113 0.000
H 2.118304 3.686692 2.543523 0.505 -0.496 0.237 0.000
H 1.713314 -2.243888 -3.363857 -0.095 -0.152 0.651 0.000
H 3.947454 -1.341808 -2.992357 -0.509 0.364 -0.187 0.000
H 1.531414 2.471712 1.440923 -0.181 0.098 -0.276 0.000
C -6.834896 -1.905128 1.116083 1.056 -2.025 -0.819 0.000
H -6.162246 0.044582 1.540503 0.704 0.152 -0.234 0.000
H 0.107574 0.903752 -1.780887 0.511 -0.450 -0.805 0.000
H 4.303134 -3.125318 1.243983 -0.598 -0.928 -0.067 0.061
H -4.578886 3.723452 -0.143117 -0.061 0.054 0.430 0.000
H -3.323686 3.359052 1.063423 -0.129 0.279 0.103 0.000
H -4.413666 1.327272 1.256673 0.632 0.266 0.192 0.000
H 2.203084 -3.518998 -4.350647 0.511 0.046 -0.456 0.000
H 3.801484 -1.311038 0.024833 -0.173 -0.011 -0.227 0.011
C 2.767824 -3.888318 -2.440127 -0.458 -0.046 0.576 0.000
C -4.416026 -1.257578 1.795323 -4.228 0.621 -0.120 0.000
H 1.340524 5.740672 0.605073 0.451 -0.195 0.144 0.000
C 0.922144 -0.267218 1.985133 0.262 -0.515 -0.254 0.003
C -4.163006 1.640892 0.243303 -0.504 -0.307 -0.666 0.000
C 4.791364 -2.217318 1.597913 1.243 1.402 -0.654 0.106
H -6.231036 -3.029038 2.760123 -0.244 -0.600 0.344 0.000
H -6.562216 -1.948828 0.061643 -0.322 0.185 -0.121 0.000
C 0.296834 4.265222 1.846113 -1.499 -0.891 0.906 0.000
H -0.228606 -1.628538 0.852783 0.483 0.019 -0.426 0.000
H 6.051664 -0.256848 -0.989637 -0.798 0.046 -0.620 0.004
H -1.551506 0.091742 -0.290677 -0.133 0.415 0.152 0.000
H -1.924776 2.579362 -1.092957 -0.358 -0.385 -0.076 0.000
N -6.311346 0.914792 -1.104307 2.059 1.016 1.580 0.000
C 0.661414 4.184412 -0.533777 -0.102 -0.916 -1.569 0.000
H 4.763714 -0.164418 0.745103 -0.051 0.480 1.014 0.056
H -3.313886 1.092542 -0.164637 -0.391 -0.718 0.314 0.000
N -3.311166 -1.494018 1.792273 2.375 -0.392 -0.078 0.000
C 0.509174 5.036212 0.578423 0.801 1.848 0.703 0.000
H -7.512336 -3.870048 1.871183 -0.088 0.145 0.029 0.000
N 0.700944 3.466792 -1.428257 0.202 -0.160 -0.034 0.000
C -0.558396 0.368722 0.063013 0.411 -0.494 -1.324 0.000
H -0.472666 1.411662 0.367993 -0.381 -0.045 0.127 0.000
C 1.223294 3.141572 2.243703 1.503 0.413 -0.443 0.000
C 0.423474 0.128872 -1.082407 -1.110 1.746 0.377 0.000
H -0.695616 3.847582 1.676603 -0.388 0.013 0.579 0.000
H 0.306954 -0.892208 -1.445617 0.543 0.156 -0.126 0.000
H 1.374384 0.474062 -0.676557 0.539 -0.658 -0.492 0.000
H 5.845894 -2.090998 -4.444917 -0.171 0.298 0.079 0.000
H -5.869016 -3.975898 1.367193 0.165 0.470 -0.560 0.000
C -0.227216 -0.576068 1.136343 -0.775 -0.722 2.709 0.001
H -3.206686 3.565602 -1.889927 0.315 -0.374 -0.319 0.000
N 1.784924 -0.114208 2.730223 0.315 -0.017 -0.196 0.005
H 0.289484 4.944182 2.698793 -0.465 0.168 -0.157 0.000
H -2.086696 4.221482 -0.763157 -0.294 0.262 0.283 0.000
C -5.904736 -0.971898 1.838073 -0.044 1.322 0.596 0.000
H 5.532574 -3.115618 -3.079097 0.000 -0.154 0.170 0.002
H 4.152464 -1.927328 2.432073 -0.780 0.124 0.560 0.045
N 7.092344 -2.917198 2.535153 0.254 -0.083 0.125 0.388
C 6.039484 -2.599138 2.121843 -0.011 -0.050 -0.117 0.137
H -1.034206 -0.611508 1.868193 -0.309 0.153 0.181 0.000
C 4.792544 -1.218488 0.469033 -0.496 -0.519 -0.314 0.095
```
Forces are in eV/Å.

Values from the calculation:
Charge: +1
HOMO (spin up / spin down), eV: -13.1 / -13.1
M, Da: 414.642
LUMO energy (spin up / spin down), eV: -3.1 / -10.7
Expectation value of S²: 0.762
2S+1: 2
Largest force on an atom, eV/A: 4.28

***

- Which of these has the highest largest force on an atom?
  number 2

***

- Which formula does entry 2 have?
  C24H42N6

***

- What is the largest force on an atom in the first record?
  1.33 eV/A